Below is one molecule with the formula C4H12N4 at a distorted geometry, with properties calculated with ωB97M-V/def2-TZVPD.

```
20
C4H12N4 (ωB97M-V/def2-TZVPD)
N -1.523 -1.568 -0.124
N -1.117 -0.627 0.794
N -1.740 0.585 0.627
N -1.433 1.084 -0.654
C 1.315 -1.204 -0.568
C 0.045 0.987 -0.946
C 1.386 0.613 1.214
C 0.708 0.036 -0.002
H -2.088 -2.274 0.336
H 1.975 -0.970 -1.405
H -1.425 1.179 1.401
H 0.101 0.618 -1.972
H 0.527 -1.867 -0.926
H 1.192 -0.015 2.082
H -1.789 2.029 -0.747
H 0.495 1.983 -0.895
H 1.883 -1.719 0.202
H 2.468 0.662 1.060
H 1.033 1.618 1.439
H -2.013 -1.152 -0.916
```

Results
**HOMO-LUMO gap**: 8.56 eV
**E_HOMO**: -7.64 eV
**Largest force on an atom**: 3.022 eV/A
**Energy above the lowest of the compared OMol25 structures with the same formula, charge and spin**: 97.0 kcal per mole
**2S+1**: 1
**Electronic energy**: -10299.0667 eV

Results of the natural (NBO) charge analysis, in e, for atoms 1 through 2: N -0.68; N -0.13


Below is C4H12N4 as an isolated structure at a distorted geometry, with properties calculated with ωB97M-V/def2-TZVPD.

```
20
C4H12N4 (ωB97M-V/def2-TZVPD)
N -0.601 0.635 1.660
N -1.046 -1.137 -0.984
N -0.293 -0.091 -0.553
N 1.476 0.702 0.767
C 0.192 0.630 -1.767
C -2.106 0.274 1.347
C 0.101 0.500 0.595
C 2.310 -0.519 0.497
H -1.130 -1.926 -0.374
H -2.104 -0.956 0.519
H 1.671 1.084 1.616
H 3.451 -0.128 0.397
H -0.392 1.209 -2.531
H 2.105 -0.685 -0.561
H 0.981 1.383 -1.352
H -2.581 1.305 0.776
H 0.853 -0.121 -2.381
H 2.012 -1.428 0.973
H -2.148 -0.900 -1.238
H -2.753 0.168 2.595
```

Results
**HOMO-LUMO gap**: 9.12 eV
**E_HOMO**: -8.37 eV
**Largest force on an atom**: 5.788 eV/A
**Energy above the lowest of the compared OMol25 structures with the same formula, charge and spin**: 172.3 kcal per mole
**2S+1**: 1
**Electronic energy**: -10295.8008 eV

Results of the natural (NBO) charge analysis, in e, for atoms 1 through 2: N -0.51; N -0.61


Below is a 2-piece molecular cluster, C4H12N4 overall, with properties calculated with ωB97M-V/def2-TZVPD.

```
20
C4H12N4 (ωB97M-V/def2-TZVPD)
N -0.405 -1.983 0.951
N -0.769 -0.596 -0.901
N -1.769 0.181 1.047
N 2.410 -0.590 0.254
C 2.116 0.806 -0.016
C -2.059 1.422 -1.020
C -0.216 -1.668 -0.271
C -1.493 0.262 -0.257
H -3.150 1.415 -0.962
H -1.752 1.354 -2.059
H -1.348 -0.640 1.506
H 1.398 1.158 0.723
H 2.994 1.466 0.014
H 2.812 -0.694 1.179
H -2.301 0.885 1.530
H 3.083 -0.943 -0.414
H -1.697 2.362 -0.596
H 0.089 -2.819 1.249
H 1.655 0.877 -0.998
H 0.401 -2.255 -0.959
```

Results
**HOMO-LUMO gap**: 9.74 eV
**Structure (SMILES)**: [H]/N=C/N=C(/C)N.CN
**E_HOMO**: -8.67 eV
**Largest force on an atom**: 0.846 eV/A
**Energy above the lowest of the compared OMol25 structures with the same formula, charge and spin**: 11.8 kcal per mole
**2S+1**: 1
**Electronic energy**: -10302.7587 eV

Results of the natural (NBO) charge analysis, in e, for atoms 1 through 2: N -0.78; N -0.62


Below is one molecule with the formula C4H12N4 at a distorted geometry, with properties calculated with ωB97M-V/def2-TZVPD.

```
20
C4H12N4 (ωB97M-V/def2-TZVPD)
N 1.208 0.566 1.508
N 0.657 1.044 -0.784
N -0.462 -0.715 0.549
N -0.868 -1.097 -0.568
C 1.776 0.274 -1.293
C -1.461 -2.402 -0.575
C 0.128 0.605 0.562
C -0.993 1.587 0.957
H -2.391 -2.334 -1.141
H -0.082 1.100 -1.480
H 0.955 0.033 2.330
H 1.533 -0.784 -1.457
H 2.110 0.711 -2.235
H 1.532 1.500 1.725
H -1.788 1.557 0.216
H -0.790 -3.076 -1.111
H -1.398 1.311 1.929
H -0.582 2.593 0.998
H -1.666 -2.788 0.428
H 2.580 0.317 -0.559
```

Results
**HOMO-LUMO gap**: 9.55 eV
**Structure (SMILES)**: C/N=N/[C@@](C)(N)NC
**E_HOMO**: -8.54 eV
**Largest force on an atom**: 2.635 eV/A
**Energy above the lowest of the compared OMol25 structures with the same formula, charge and spin**: 36.4 kcal per mole
**2S+1**: 1
**Electronic energy**: -10301.6947 eV

Results of the natural (NBO) charge analysis, in e, for atoms 1 through 2: N -0.85; N -0.65


Below is a 2-piece molecular cluster, C4H12N4 overall at a distorted geometry, with properties calculated with ωB97M-V/def2-TZVPD.

```
20
C4H12N4 (ωB97M-V/def2-TZVPD)
N -2.156 -0.779 1.895
N 2.784 -0.246 -0.841
N 0.549 -0.521 -0.231
N 1.725 0.247 -0.040
C -2.852 -0.144 -0.343
C -1.990 0.008 0.872
C 1.541 1.676 -0.329
C 0.620 -1.736 0.196
H 1.248 1.844 -1.373
H -2.690 0.705 -1.012
H -1.462 0.971 0.990
H 2.462 2.238 -0.135
H -3.914 -0.182 -0.093
H 1.531 -2.211 0.595
H -2.589 -1.067 -0.869
H -0.263 -2.392 0.190
H 2.539 -0.203 -1.830
H -1.520 -0.492 2.648
H 3.672 0.194 -0.611
H 0.764 2.090 0.321
```

Results
**HOMO-LUMO gap**: 9.37 eV
**Structure (SMILES)**: [H]/N=C/C.C=NN(C)N
**E_HOMO**: -8.48 eV
**Largest force on an atom**: 3.071 eV/A
**Energy above the lowest of the compared OMol25 structures with the same formula, charge and spin**: 84.3 kcal per mole
**2S+1**: 1
**Electronic energy**: -10299.6163 eV

Results of the natural (NBO) charge analysis, in e, for atoms 1 through 2: N -0.65; N -0.70


Below is an isolated ion of composition C4H12N4 and charge +2 at a distorted geometry, with properties calculated with ωB97M-V/def2-TZVPD.

```
20
C4H12N4 (ωB97M-V/def2-TZVPD)
N -0.745 0.884 -0.459
N 0.349 -0.311 1.221
N 1.472 1.313 -0.033
N -1.447 -1.380 -0.007
C 1.515 -0.068 0.383
C 0.401 1.585 -0.926
C -1.229 -0.356 -1.001
C -0.601 -1.371 1.181
H 2.403 1.683 -0.270
H -0.489 -0.608 -1.717
H -1.376 -1.234 1.908
H 0.332 0.026 2.221
H 2.428 -0.158 0.928
H 0.737 1.498 -1.986
H -0.205 -2.465 1.543
H 0.124 2.653 -0.841
H -1.208 1.409 0.255
H -1.996 -0.180 -1.683
H 1.545 -0.804 -0.368
H -2.010 -2.115 -0.352
```

Results
**HOMO-LUMO gap (spin up / spin down)**: 6.19 / 5.58 eV
**E_HOMO (spin up / spin down)**: -17.88 / -18.04 eV
**Largest force on an atom**: 3.237 eV/A
**Energy above the lowest of the compared OMol25 structures with the same formula, charge and spin**: 124.9 kcal per mole
**Total charge**: +2
**2S+1**: 1
**Electronic energy**: -10280.4837 eV

Results of the natural (NBO) charge analysis, in e, for atoms 1 through 2: N -0.33; N -0.41


Below is a 4-piece molecular cluster, C4H12N4O8 overall at a distorted geometry, with properties calculated with ωB97M-V/def2-TZVPD.

```
28
C4H12N4O8 (ωB97M-V/def2-TZVPD)
O -0.881 -0.968 -1.517
O 1.493 3.946 -0.731
O 0.226 5.661 -0.703
O 5.978 1.441 1.118
O 4.184 0.564 2.020
O -7.086 -2.569 -1.651
O -1.160 -2.317 -3.174
O -7.239 -1.389 0.035
N -0.450 -1.671 -2.444
N 0.525 4.522 -0.302
N -6.829 -2.350 -0.508
N 5.404 0.790 2.022
C 6.261 0.164 3.126
C 1.006 -1.598 -2.895
C -0.368 3.706 0.634
C -5.850 -3.223 0.196
H -4.858 -2.777 0.270
H 5.797 0.445 4.072
H 1.555 -1.032 -2.143
H -1.015 3.080 0.019
H 6.224 -0.923 3.056
H -0.971 4.231 1.374
H 1.100 -1.049 -3.832
H -6.299 -3.337 1.182
H 0.318 3.024 1.137
H 7.281 0.445 2.867
H 1.376 -2.622 -2.942
H -5.722 -4.193 -0.285
```

Results
**HOMO-LUMO gap**: 10.68 eV
**Structure (SMILES)**: C[N+](=O)[O-].C[N+](=O)[O-].C[N+](=O)[O-].C[N+](=O)[O-]
**E_HOMO**: -10.84 eV
**Largest force on an atom**: 3.556 eV/A
**Energy above the lowest of the compared OMol25 structures with the same formula, charge and spin**: 31.0 kcal per mole
**2S+1**: 1
**Electronic energy**: -26670.6174 eV

Results of the natural (NBO) charge analysis, in e, for atoms 1 through 2: O -0.39; O -0.36


Below is a 2-piece molecular cluster, C4H12N5P overall at a distorted geometry, with properties calculated with ωB97M-V/def2-TZVPD.

```
22
C4H12N5P (ωB97M-V/def2-TZVPD)
P 0.059 -0.033 2.086
N -1.384 2.456 0.319
N 0.257 -0.316 0.629
N 0.253 -0.334 -2.084
N -1.016 1.578 -1.785
N -0.629 0.769 -3.918
C -0.443 0.632 -2.619
C 1.529 -2.468 2.651
C -0.887 1.564 -0.457
C 0.808 -1.321 3.292
H -1.260 2.374 1.326
H -0.225 0.117 -4.577
H 0.881 -3.081 2.029
H 1.891 -3.098 3.470
H -1.185 1.510 -4.324
H 2.399 -2.157 2.076
H -1.919 3.275 0.021
H 0.340 -0.395 -1.046
H -1.551 2.325 -2.241
H 1.456 -0.711 3.930
H 0.689 -1.047 -2.651
H -0.063 -1.639 3.874
```

Results
**HOMO-LUMO gap (spin up / spin down)**: 6.80 / 7.90 eV
**E_HOMO (spin up / spin down)**: -16.67 / -17.56 eV
**Largest force on an atom**: 2.444 eV/A
**Energy above the lowest of the compared OMol25 structures with the same formula, charge and spin**: 0.0 kcal per mole
**Total charge**: +2
**2S+1**: 1
**Electronic energy**: -21062.6190 eV

Results of the natural (NBO) charge analysis, in e, for atoms 1 through 2: P 1.19; N -0.73


Below is an isolated ion of composition C4H12N6 and charge +2 at a distorted geometry, with properties calculated with ωB97M-V/def2-TZVPD.

```
22
C4H12N6 (ωB97M-V/def2-TZVPD)
N 3.006 0.348 -0.081
N -0.563 1.707 0.334
N 1.495 -1.666 -0.008
N -0.638 -0.570 -0.167
N -1.452 -1.636 0.231
N -2.718 0.761 -0.136
C 0.710 1.873 0.251
C -1.242 0.698 -0.414
C 1.566 0.687 -0.358
C 0.843 -0.578 -0.211
H 1.127 2.754 0.625
H 0.990 -2.530 0.111
H -1.765 -2.134 -0.591
H -1.180 -2.131 1.067
H -3.009 -0.277 -0.264
H -2.846 1.153 0.911
H -3.250 1.403 -0.706
H 1.447 0.875 -1.357
H 3.185 0.666 0.917
H 2.502 -1.597 0.006
H -1.129 0.898 -1.552
H 3.712 0.746 -0.659
```

Results
**HOMO-LUMO gap**: 10.28 eV
**Structure (SMILES)**: NC1=[N+](N)[C@@H]([NH3+])N=C[C@H]1N
**E_HOMO**: -17.74 eV
**Largest force on an atom**: 4.994 eV/A
**Energy above the lowest of the compared OMol25 structures with the same formula, charge and spin**: 55.0 kcal per mole
**Total charge**: +2
**2S+1**: 1
**Electronic energy**: -13264.3900 eV

Results of the natural (NBO) charge analysis, in e, for atoms 1 through 2: N -0.83; N -0.42


Below is one molecule with the formula C4H12NO at a distorted geometry, with properties calculated with ωB97M-V/def2-TZVPD.

```
18
C4H12NO (ωB97M-V/def2-TZVPD)
O -0.643 2.095 -0.802
N -0.741 -0.686 -1.088
C 0.527 1.827 -0.017
C 0.090 -1.928 0.899
C 0.245 0.607 0.816
C 0.288 -0.702 0.034
H 0.554 -2.782 0.398
H -0.724 0.649 1.296
H 1.206 -0.742 -0.547
H -0.873 0.277 -1.395
H -0.456 -1.250 -1.947
H 0.850 2.723 0.527
H 1.369 1.609 -0.692
H -0.607 2.988 -1.152
H -0.945 -2.243 0.951
H 0.979 0.517 1.617
H 0.526 -1.866 1.897
H -1.646 -1.095 -0.794
```

Results
**HOMO-LUMO gap (spin up / spin down)**: 3.79 / 11.71 eV
**E_HOMO (spin up / spin down)**: -3.08 / -11.15 eV
**Largest force on an atom**: 1.209 eV/A
**Energy above the lowest of the compared OMol25 structures with the same formula, charge and spin**: 38.7 kcal per mole
**2S+1**: 2
**Electronic energy**: -7876.8375 eV

Results of the natural (NBO) charge analysis, in e, for atoms 1 through 2: O -0.76; N -1.05


Below is an isolated ion of composition C4H12NO and charge +1 at a distorted geometry, with properties calculated with ωB97M-V/def2-TZVPD.

```
18
C4H12NO (ωB97M-V/def2-TZVPD)
O 2.231 0.330 -1.084
N -0.114 1.070 -1.023
C -0.691 -0.875 0.391
C 1.703 0.017 0.207
C 0.205 0.362 0.319
C -2.156 -0.629 0.887
H 1.761 -1.065 0.324
H -2.520 -1.616 1.129
H 3.184 0.390 -1.046
H 2.323 0.410 1.005
H -2.700 -0.093 0.125
H -2.072 0.243 1.590
H -0.091 0.271 -1.674
H 0.794 1.486 -1.286
H -0.319 -1.720 0.986
H 0.064 1.096 1.119
H -0.641 -1.219 -0.629
H -0.959 1.542 -1.342
```

Results
**HOMO-LUMO gap**: 11.99 eV
**Structure (SMILES)**: CC[C@H]([NH3+])CO
**E_HOMO**: -15.34 eV
**Largest force on an atom**: 3.111 eV/A
**Energy above the lowest of the compared OMol25 structures with the same formula, charge and spin**: 37.9 kcal per mole
**Total charge**: +1
**2S+1**: 1
**Electronic energy**: -7872.6460 eV

Results of the natural (NBO) charge analysis, in e, for atoms 1 through 2: O -0.75; N -0.71


Below is an isolated ion of composition C4H12NO and charge +1 at a distorted geometry, with properties calculated with ωB97M-V/def2-TZVPD.

```
18
C4H12NO (ωB97M-V/def2-TZVPD)
O -1.911 1.005 -1.396
N -1.041 0.605 1.005
C -0.492 0.816 -1.492
C 1.329 -1.443 0.990
C -0.283 0.051 -0.234
C 1.180 -0.134 0.229
H 0.766 -1.456 1.853
H -0.835 0.141 1.783
H 1.750 -0.253 -0.736
H -0.708 1.517 1.262
H -2.321 0.246 -2.001
H -0.041 0.309 -2.366
H -0.663 -1.003 -0.463
H 2.411 -1.646 1.485
H 0.008 1.938 -1.492
H -2.065 0.724 0.709
H 1.751 0.920 0.507
H 1.165 -2.336 0.355
```

Results
**HOMO-LUMO gap**: 11.76 eV
**Structure (SMILES)**: CC[C@@H]([NH3+])CO
**E_HOMO**: -15.08 eV
**Largest force on an atom**: 6.916 eV/A
**Energy above the lowest of the compared OMol25 structures with the same formula, charge and spin**: 59.9 kcal per mole
**Total charge**: +1
**2S+1**: 1
**Electronic energy**: -7871.6928 eV

Results of the natural (NBO) charge analysis, in e, for atoms 1 through 2: O -0.74; N -0.67